Below is a cluster of 9 separate species, C17H48N4O21S4 in total at a distorted geometry, with properties calculated with ωB97M-V/def2-TZVPD.

```
94
Properties=species:S:1:pos:R:3:forces:R:3
C -0.3196 1.3538 0.2291 1.3 1.7 0.7
O -1.0998 0.5729 1.0735 -0.6 -1.2 -0.2
H -0.0794 2.2466 0.8064 0.0 0.7 -0.3
H 0.6782 0.9396 0.0843 -0.3 -0.7 -0.1
H -0.7120 1.6858 -0.7321 -0.4 -0.5 0.0
H -1.9878 0.9339 1.1258 0.0 0.1 0.0
O 9.1269 1.8700 6.6110 0.2 -2.8 -1.3
S 9.1426 0.6644 5.7481 -1.2 1.7 -0.4
O 9.6747 -0.6404 6.1001 -1.1 1.8 0.0
O 7.5419 0.4288 5.2121 2.2 0.8 0.4
C 6.7682 1.5887 4.7630 -1.2 0.3 0.8
C 5.9598 2.2585 5.9081 0.4 -0.7 -1.4
C 9.8721 1.1368 4.1703 0.2 -0.4 0.2
H 6.0938 1.1773 4.0121 -0.1 -0.4 0.3
H 7.2140 2.4205 4.2177 1.3 -0.4 0.1
H 5.2270 2.8748 5.3872 -0.2 0.2 0.1
H 6.6106 2.9166 6.4838 -0.2 -0.4 0.4
H 5.4185 1.4706 6.4318 0.2 0.3 0.5
H 10.9606 1.0807 4.1727 0.0 -0.1 0.6
H 9.6158 2.1652 3.9161 -0.4 -0.3 -0.1
H 9.5328 0.3575 3.4878 -0.2 0.4 -0.2
O -11.1572 1.3624 8.8361 0.0 -0.8 -0.6
S -11.4278 0.9705 7.4867 -0.1 -0.9 -2.9
O -11.0829 1.8992 6.3907 -0.8 -2.0 1.9
O -10.7306 -0.5418 7.1557 -0.5 1.7 1.4
C -10.5904 -1.0327 5.8125 1.4 0.6 -0.6
C -9.0853 -1.2725 5.5684 -0.3 0.1 -0.3
C -13.1770 0.3736 7.2775 0.4 0.9 0.2
H -10.9439 -0.2752 5.1129 -0.3 -0.1 -0.1
H -11.1111 -1.9844 5.7070 -0.4 0.2 0.2
H -8.5116 -0.3582 5.7204 -0.1 -0.1 0.7
H -8.8070 -1.4905 4.5374 -0.6 -0.4 -0.2
H -8.7686 -2.1248 6.1695 0.3 0.3 0.2
H -13.6223 -0.0045 8.1977 0.5 0.2 0.2
H -13.2428 -0.4250 6.5386 0.4 0.3 -0.1
H -13.7325 1.2583 6.9664 0.0 -0.1 -0.1
O 9.2915 -4.2514 -4.2152 -0.5 -0.4 2.0
S 9.0694 -4.7279 -2.8579 -0.3 0.0 0.7
O 9.3184 -3.8891 -1.6631 -0.6 -1.8 -2.6
O 7.4729 -5.2952 -2.8558 3.5 2.3 -2.1
C 6.9685 -5.9921 -1.7951 -2.6 0.3 1.9
C 6.2490 -5.0277 -0.7745 0.9 -0.6 -0.4
C 9.9208 -6.3566 -2.7280 -1.0 0.3 0.4
H 7.6663 -6.6875 -1.3287 0.0 0.0 0.1
H 6.1661 -6.5233 -2.3072 0.0 -0.7 0.4
H 5.6975 -4.2672 -1.3274 0.1 -0.1 -0.1
H 6.9872 -4.5348 -0.1418 -0.1 0.1 0.0
H 5.5363 -5.5633 -0.1474 0.1 -0.1 0.0
H 9.1771 -7.0529 -3.1157 0.3 0.0 -0.6
H 10.0379 -6.6822 -1.6944 0.4 0.5 0.0
H 10.8485 -6.3450 -3.3002 -0.2 0.1 0.1
O -6.5491 2.0341 -1.1402 -1.7 0.0 -3.4
S -7.5317 2.1399 -2.2542 -0.7 1.0 3.8
O -8.7454 2.9521 -1.8942 2.9 -2.2 -1.9
O -6.7918 2.7319 -3.6056 0.2 -1.1 3.0
C -7.6378 3.3151 -4.5218 -1.1 0.6 -2.8
C -6.8665 3.4877 -5.8091 0.9 0.9 -1.0
C -8.0161 0.4537 -2.8761 0.0 0.9 0.0
H -8.0626 4.2688 -4.2088 0.1 -0.2 0.4
H -8.4448 2.6669 -4.8636 -0.4 -0.3 0.8
H -6.2392 4.3786 -5.8365 0.1 0.1 0.3
H -7.5125 3.6036 -6.6793 -0.4 0.0 0.2
H -6.1955 2.6718 -6.0779 -0.2 -0.3 0.4
H -7.4074 0.2709 -3.7616 -0.3 0.1 -0.1
H -9.0854 0.5297 -3.0729 0.2 0.0 -0.3
H -7.8549 -0.3782 -2.1904 0.2 0.6 0.5
C 0.4985 8.2256 -4.1420 1.0 0.6 0.1
N 1.9983 8.2881 -4.3714 -0.5 -4.8 0.2
O 2.5981 7.1686 -4.3695 -1.2 2.6 0.0
O 2.4864 9.3378 -4.5529 1.2 2.1 -0.3
H 0.2562 7.1881 -3.9118 -0.2 0.4 -0.1
H 0.0452 8.6643 -5.0310 -0.1 -0.4 0.0
H 0.3533 8.9522 -3.3426 -0.3 -0.4 0.2
C 1.0263 -0.5579 -6.1022 0.8 1.3 0.5
N 0.3144 -1.5344 -5.2314 3.1 -2.6 -0.2
O -0.8562 -1.5567 -5.4179 -1.9 -0.2 0.6
O 0.9828 -2.3830 -4.5651 -1.6 2.4 -1.3
H 0.9775 -0.8072 -7.1622 -0.3 -0.5 0.3
H 2.0671 -0.4262 -5.8064 -0.2 -0.3 0.1
H 0.5083 0.3900 -5.9568 0.0 -0.1 -0.1
C 8.1127 2.7126 -4.6668 -0.7 0.4 0.1
N 7.5100 2.4639 -3.2872 0.3 1.1 0.9
O 6.2879 2.3253 -3.2209 1.6 -0.2 -0.2
O 8.2626 2.5800 -2.3140 -1.0 -0.5 -1.3
H 7.2256 2.7630 -5.2982 0.4 -0.4 -0.3
H 8.8882 2.0005 -4.9489 -0.5 -0.3 0.3
H 8.5911 3.6918 -4.6879 -0.1 0.0 0.5
C -2.8945 -6.7301 1.6445 0.8 0.5 0.0
N -4.3109 -6.8355 1.3959 -0.9 0.0 -4.1
O -4.9857 -7.2632 2.2364 -2.2 -1.9 4.1
O -4.8093 -6.4302 0.3453 1.4 0.3 -0.3
H -2.6192 -7.3410 2.5042 -0.3 0.5 0.1
H -2.9694 -5.6556 1.8118 1.6 0.2 0.3
H -2.2592 -7.0180 0.8069 -0.5 0.4 -0.2
```
Positions in Å, forces in eV/Å.

Summary:
**Energy above the lowest of the compared OMol25 structures with the same formula, charge and spin**: 0.00 kJ/mol
**HOMO energy**: -10.13 eV
**Energy**: -110687.872 eV
**Molar mass**: 772.846 g mol⁻¹